Entry 1:
DFT (ωB97M-V/def2-TZVPD) results for 7 unconnected molecules or ions with the total composition C45H100N4O7 at a distorted geometry.

Last column: Löwdin charge in e.
CARTESIAN COORDINATES (ANGSTROEM)
C 3.186 -2.915 -1.097  -0.01
C 2.678 -3.972 -2.136  -0.47
C 3.118 -3.492 -3.489  -0.06
C 3.371 -5.378 -1.898  -0.12
C 2.690 -6.299 -0.840  -0.16
C 1.119 -6.292 -1.029  -0.13
C 0.450 -4.893 -1.024  -0.45
C -1.004 -5.139 -1.515  -0.04
C 0.386 -4.182 0.384  -0.01
N 1.198 -4.133 -2.093  -0.15
O 0.571 -3.003 -2.424  -0.03
H 3.476 -3.389 -0.159  0.07
H 4.082 -2.438 -1.495  0.08
H 2.436 -2.158 -0.866  0.06
H 2.840 -4.201 -4.269  0.08
H 2.747 -2.500 -3.747  0.08
H 4.198 -3.552 -3.621  0.09
H 3.417 -5.947 -2.826  0.11
H 4.380 -5.333 -1.488  0.11
H 3.034 -7.305 -1.080  0.10
H 2.954 -6.095 0.198  0.10
H 0.560 -6.908 -0.325  0.11
H 0.960 -6.793 -1.983  0.11
H -1.527 -4.182 -1.511  0.05
H -1.500 -5.909 -0.925  0.09
H -0.973 -5.425 -2.567  0.08
H 0.092 -3.136 0.467  0.06
H 1.341 -4.311 0.894  0.06
H -0.276 -4.794 0.998  0.08
H 0.179 -3.211 -3.275  0.11
C -5.442 2.051 2.185  0.01
C -4.422 2.165 0.932  -0.40
C -3.756 0.824 0.519  -0.03
C -5.128 2.678 -0.335  -0.15
C -5.440 4.149 -0.319  -0.18
C -4.133 4.898 -0.128  -0.12
C -3.371 4.514 1.159  -0.45
C -1.936 5.156 1.057  -0.02
C -4.004 5.205 2.407  -0.03
N -3.265 3.054 1.319  -0.17
O -2.649 2.626 2.430  -0.01
H -6.079 2.930 2.284  0.07
H -5.991 1.120 2.044  0.08
H -4.939 1.816 3.123  0.07
H -3.197 0.804 -0.417  0.06
H -3.052 0.518 1.292  0.08
H -4.498 0.056 0.301  0.08
H -4.494 2.433 -1.188  0.10
H -5.988 2.107 -0.683  0.13
H -5.907 4.375 -1.277  0.11
H -6.236 4.395 0.384  0.11
H -4.289 5.977 -0.130  0.12
H -3.546 4.750 -1.035  0.11
H -1.442 4.879 0.125  0.08
H -1.333 4.917 1.933  0.08
H -1.862 6.240 1.148  0.08
H -4.053 6.279 2.228  0.08
H -3.391 5.119 3.304  0.08
H -5.023 4.908 2.658  0.07
H -3.236 2.897 3.139  0.09
C 0.203 -3.759 6.393  -0.02
C 1.513 -3.085 6.945  -0.48
C 1.541 -3.024 8.493  -0.03
C 2.681 -3.968 6.472  -0.15
C 3.037 -3.838 4.997  -0.18
C 3.307 -2.368 4.672  -0.14
C 2.097 -1.482 5.049  -0.50
C 2.664 -0.038 4.926  -0.04
C 0.986 -1.671 4.011  -0.02
N 1.710 -1.705 6.443  -0.12
O 0.653 -0.909 6.839  -0.02
H 0.194 -4.022 5.336  0.06
H -0.129 -4.633 6.952  0.08
H -0.617 -3.046 6.486  0.08
H 2.564 -2.729 8.725  0.08
H 0.801 -2.353 8.928  0.08
H 1.322 -3.997 8.934  0.08
H 3.597 -3.706 7.002  0.12
H 2.421 -5.008 6.667  0.12
H 3.906 -4.465 4.796  0.11
H 2.211 -4.217 4.396  0.09
H 3.594 -2.293 3.623  0.12
H 4.180 -2.040 5.236  0.12
H 1.921 0.728 5.146  0.07
H 2.995 0.130 3.901  0.07
H 3.422 0.124 5.692  0.08
H 0.780 -2.727 3.832  0.06
H 1.326 -1.312 3.040  0.07
H 0.078 -1.194 4.378  0.09
H 1.042 -0.228 7.392  0.11
C 1.993 1.915 -3.434  -0.02
C 1.189 3.084 -4.088  -0.46
C 2.023 4.414 -3.859  -0.03
C 1.182 2.870 -5.633  -0.12
C 0.162 1.798 -6.024  -0.18
C -1.200 2.146 -5.523  -0.16
C -1.260 2.335 -3.991  -0.46
C -2.567 3.114 -3.649  -0.03
C -1.291 0.938 -3.325  -0.01
N -0.163 3.248 -3.538  -0.12
O -0.165 3.481 -2.175  0.00
H 1.647 0.927 -3.739  0.06
H 3.033 2.072 -3.720  0.08
H 1.944 1.962 -2.346  0.06
H 2.982 4.312 -4.367  0.07
H 1.574 5.278 -4.350  0.08
H 2.264 4.716 -2.840  0.06
H 1.134 3.868 -6.069  0.12
H 2.184 2.510 -5.869  0.11
H 0.162 1.785 -7.114  0.11
H 0.401 0.817 -5.612  0.10
H -1.964 1.420 -5.801  0.11
H -1.541 3.038 -6.047  0.12
H -2.786 3.102 -2.581  0.05
H -3.454 2.632 -4.058  0.08
H -2.557 4.094 -4.125  0.09
H -1.430 1.022 -2.247  0.06
H -0.337 0.461 -3.550  0.07
H -2.023 0.288 -3.804  0.07
H -0.081 2.584 -1.843  0.05
C 4.762 3.045 0.594  -0.07
C 5.134 2.648 -0.805  -0.53
C 5.309 3.932 -1.686  -0.04
O 6.293 1.893 -0.854  -0.03
H 5.526 3.785 0.833  0.08
H 4.688 2.243 1.328  0.08
H 3.886 3.693 0.592  0.08
H 4.318 2.094 -1.269  0.12
H 5.620 3.598 -2.676  0.08
H 6.069 4.596 -1.274  0.08
H 4.332 4.411 -1.729  0.06
H 6.599 1.731 0.042  0.09
C 0.087 -0.134 -0.230  -0.02
C -0.062 1.014 0.772  -0.50
C 1.262 1.573 1.190  -0.05
O -0.632 2.127 0.221  -0.05
H 0.597 0.108 -1.162  0.07
H -0.894 -0.386 -0.635  0.06
H 0.601 -0.983 0.220  0.06
H -0.619 0.762 1.675  0.14
H 1.763 2.246 0.493  0.07
H 1.922 0.787 1.555  0.06
H 1.136 2.179 2.087  0.08
H -1.449 2.317 0.689  0.05
C -3.301 -2.047 -2.186  -0.07
C -4.394 -1.146 -2.721  -0.49
C -4.701 -1.275 -4.280  -0.03
O -5.529 -1.510 -1.976  -0.05
H -3.030 -1.767 -1.168  0.08
H -2.416 -1.984 -2.820  0.07
H -3.744 -3.040 -2.263  0.08
H -4.074 -0.123 -2.525  0.11
H -3.923 -0.891 -4.940  0.06
H -5.604 -0.705 -4.504  0.07
H -4.944 -2.312 -4.509  0.07
H -5.725 -2.428 -2.177  0.08

## Properties
frontier orbital gap = 8.45 eV
calculated total energy = -2520.020949 Eh
SMILES string = CC1(C)CCCC(C)(C)N1O.CC1(C)CCCC(C)(C)N1O.CC1(C)CCCC(C)(C)N1O.CC1(C)CCCC(C)(C)N1O.CC(C)O.CC(C)O.CC(C)O
energy relative to the best compared isomer or geometry (same formula, charge and spin) = 40.0 kcal per mole
E_LUMO = 0.01945 hartree



Entry 2:
DFT (ωB97M-V/def2-TZVPD) results for 4 unconnected molecules or ions with the total composition C2H6O2 at a distorted geometry.

Last column: natural (NBO) charge in e.
CARTESIAN COORDINATES (ANGSTROEM)
O -1.202 0.924 0.497  -0.81
C 0.531 -0.208 -1.390  0.64
C 1.594 0.380 -1.063  -0.67
H -0.595 0.793 -0.245  0.42
H 1.319 1.622 -0.232  0.51
H -2.054 1.181 0.108  0.52
H 2.661 0.165 -1.302  0.39
H -0.379 -2.207 0.838  0.45
H -0.974 -0.861 1.267  0.47
O -0.901 -1.789 1.523  -0.91

## Properties
multiplicity = 2
charge = +1
frontier orbital gap (spin up / spin down) = 5.23 / 3.38 eV
calculated total energy = -229.648928 Eh
energy relative to the best compared isomer or geometry (same formula, charge and spin) = 177.8 kcal per mole
E_LUMO (spin up / spin down) = -0.35090 / -0.41801 hartree



Q: The highest calculated total energy belongs to which entry?
A: C2H6O2



Q: The highest energy relative to the best compared isomer or geometry (same formula, charge and spin) belongs to which entry?
A: C2H6O2